No. 1
The following is a DFT calculation (ωB97M-V/def2-TZVPD) of a structure of composition C16H20Cl15FNO4S2 at a distorted geometry.

Properties
Charge   -1
HOMO   -6.00 eV
Total energy   -238821.965 eV
Kohn-Sham gap   0.28929 Eh
LUMO level   1.8675 eV

Last column: natural (NBO) charge in e.
Positions of all 59 atoms, in Å:
C 3.24048 3.53086 0.77878  -0.62
C 4.43071 3.57419 -0.20784  -0.44
C 4.82036 2.25161 -0.85411  -0.03
F 5.64928 1.55336 -0.00293  -0.35
S 3.41058 1.19868 -1.36851  2.26
O 3.92567 0.45565 -2.49324  -0.97
O 2.33568 2.08776 -1.75591  -0.98
N 3.16648 0.32369 -0.03378  -1.22
S 2.02050 -0.78983 -0.12619  2.31
O 1.59550 -1.16793 -1.45595  -1.00
O 2.46978 -1.94953 0.62612  -1.01
C 0.52393 -0.26755 0.74304  -0.67
C 0.00072 1.01701 0.14359  -0.04
C 0.13554 2.20414 0.78599  -0.20
C -0.32978 3.33755 0.17169  -0.17
C -0.90166 3.27623 -1.05186  -0.04
C -1.36541 4.53577 -1.74361  -0.62
C -1.06225 2.07164 -1.68472  -0.20
C -0.60448 0.94607 -1.08035  -0.17
H 2.99441 2.53115 1.12099  0.24
H 3.48986 4.12896 1.66013  0.19
H 2.39242 4.02949 0.31979  0.22
H 4.25443 4.36271 -0.93617  0.21
H 5.30660 3.88204 0.36971  0.21
H 5.34418 2.46700 -1.78549  0.19
H 0.80064 -0.12801 1.78218  0.23
H -0.22249 -1.04685 0.64105  0.24
H 0.61175 2.22658 1.75687  0.21
H -0.19159 4.27748 0.69298  0.19
H -1.45484 5.37319 -1.05456  0.20
H -2.26647 4.36354 -2.32981  0.21
H -0.58669 4.80991 -2.46392  0.22
H -1.53133 2.01181 -2.65787  0.20
H -0.70304 -0.01874 -1.55644  0.22
C -1.03894 -2.50292 3.85801  -0.29
Cl -1.90752 -0.97024 3.71031  0.01
Cl 0.48003 -2.44155 2.98169  0.07
Cl -0.77934 -2.90454 5.56484  -0.02
H -1.65235 -3.28050 3.42211  0.22
C 0.55111 -4.09787 8.95327  -0.29
Cl 0.59644 -5.47747 10.05564  0.01
Cl -1.06354 -3.38966 8.90345  0.02
Cl 1.75001 -2.89047 9.41525  0.02
H 0.79430 -4.45197 7.95948  0.23
C 0.52863 -4.26660 -2.12510  -0.28
Cl 0.49711 -5.55323 -0.91505  0.00
Cl 0.49846 -4.94734 -3.75735  0.00
Cl -0.81562 -3.15914 -1.89008  0.01
H 1.44459 -3.69674 -2.00134  0.27
C -4.27206 -4.22561 -2.65500  -0.29
Cl -4.89415 -3.18962 -3.93989  0.01
Cl -4.85866 -3.68431 -1.08115  0.01
Cl -4.70586 -5.91527 -2.93639  0.00
H -3.19388 -4.14417 -2.65816  0.24
C -5.88863 0.78820 -5.25904  -0.29
Cl -6.54805 -0.81653 -5.59247  0.01
Cl -7.15547 1.87234 -4.67553  0.01
Cl -4.56460 0.69415 -4.10202  0.04
H -5.50147 1.19145 -6.18515  0.23

No. 2
The following is a DFT calculation (ωB97M-V/def2-TZVPD) of the molecule C4H5NO at a distorted geometry.

Properties
HOMO (spin up / spin down)   -10.59 / -9.69 eV
Energy above the lowest of the compared OMol25 structures with the same formula, charge and spin   406.4 kJ/mol
Total energy   -7762.314 eV
Kohn-Sham gap (spin up / spin down)   0.34818 / 0.29377 Eh
LUMO level (spin up / spin down)   -1.1183 / -1.7001 eV

Last column: natural (NBO) charge in e.
Positions of all 11 atoms, in Å:
C -1.37368 0.38790 0.43770  -0.07
C -0.50201 -0.60167 -0.10116  0.00
O -0.93099 -1.66325 0.54744  -0.42
C 1.04258 -0.37248 0.01407  -0.53
C 1.42402 0.89972 -0.57446  0.28
N 1.63335 1.94390 -1.03808  -0.32
H -2.43231 0.30314 0.40321  0.20
H -0.71057 -0.56241 -1.21849  0.15
H -1.01179 1.25832 0.93555  0.19
H 1.55152 -1.20184 -0.47988  0.26
H 1.30988 -0.39134 1.07409  0.25

No. 3
The following is a DFT calculation (ωB97M-V/def2-TZVPD) of a structure of composition C15H31ClFeO4P2 at a distorted geometry.

Properties
HOMO (spin up / spin down)   -7.85 / -7.10 eV
Multiplicity   5
Energy above the lowest of the compared OMol25 structures with the same formula, charge and spin   201.7 kJ/mol
Expectation value of S²   6.2432
Total energy   -89722.515 eV
Kohn-Sham gap (spin up / spin down)   0.30392 / 0.20857 Eh
LUMO level (spin up / spin down)   0.4164 / -1.4252 eV

Last column: Löwdin spin population.
Positions of all 54 atoms, in Å:
P -0.69405 -3.76576 -5.58782  0.00
P 2.48841 -3.56336 -5.17395  0.00
C 0.42698 -4.28804 -6.98743  0.00
C 1.82796 -4.69238 -6.50724  0.00
H 0.48669 -3.43422 -7.67908  0.00
H -0.05646 -5.12170 -7.51640  0.00
H 1.81359 -5.70753 -6.08271  0.00
H 2.54151 -4.68314 -7.34345  0.00
C 3.49104 -2.41438 -6.21641  0.00
H 4.10331 -1.78928 -5.55199  0.00
H 2.82065 -1.75896 -6.78762  0.00
H 4.14369 -2.96900 -6.90450  0.00
C 3.84205 -4.64249 -4.54135  0.00
H 4.48126 -5.00713 -5.35824  0.00
H 3.39603 -5.49486 -4.01038  0.00
H 4.44594 -4.06380 -3.82867  0.00
C -1.99199 -2.90916 -6.57666  0.00
H -2.82809 -2.65624 -5.91000  0.00
H -2.35279 -3.54097 -7.40100  0.00
H -1.57154 -1.97716 -6.97921  0.00
C -1.56482 -5.36576 -5.28308  0.00
H -0.87607 -6.07102 -4.79992  0.00
H -1.94310 -5.79787 -6.21970  0.00
H -2.40368 -5.17760 -4.59900  0.00
Fe -0.01616 -0.06229 -0.10059  3.06
C 1.62454 -1.36432 -0.64984  -0.03
C 1.66660 -0.24383 -1.48424  -0.04
C 1.12995 -0.18748 -2.89850  -0.01
C -0.32005 0.33749 -2.99598  -0.02
C -1.22166 -0.12224 -1.87718  -0.06
C -1.21435 -1.39371 -1.29689  -0.06
C -0.36133 -2.55544 -1.75607  -0.01
C 0.97858 -2.68549 -0.99707  -0.01
C -1.54384 0.79174 1.13908  0.04
H 2.31991 -1.39671 0.20030  0.00
H 2.36570 0.56419 -1.22322  0.00
H 1.21012 -1.17029 -3.39228  0.00
H 1.77316 0.49262 -3.48407  0.00
H -0.29909 1.44097 -2.98007  0.00
H -0.75191 0.06308 -3.97515  -0.01
H -2.08670 0.53190 -1.68586  0.00
H -2.06429 -1.67251 -0.65286  0.00
H -0.18284 -2.49629 -2.84216  0.00
H -0.93796 -3.48340 -1.59920  0.00
H 0.79796 -3.22805 -0.05423  0.00
H 1.66440 -3.32910 -1.57912  -0.01
H -1.77655 0.53525 2.15085  0.01
H -2.38969 0.21618 0.66527  0.04
H -1.84083 1.78196 0.90357  0.00
O -1.61597 2.86166 3.06699  0.21
Cl -0.32620 2.20937 3.31588  0.29
O 0.85974 3.00627 3.25429  0.18
O -0.39865 1.08093 4.32696  0.22
O -0.16155 0.90383 1.35831  0.22

No. 4
The following is a DFT calculation (ωB97M-V/def2-TZVPD) of a cluster of 2 separate species, ClH2O in total at a distorted geometry.

Properties
Charge   -1
HOMO   -4.02 eV
Energy above the lowest of the compared OMol25 structures with the same formula, charge and spin   0.2 kJ/mol
Total energy   -14604.780 eV
Kohn-Sham gap   0.32354 Eh
LUMO level   4.7791 eV

Last column: natural (NBO) charge in e.
Positions of all 4 atoms, in Å:
O 2.91042 1.64883 0.83904  -1.01
H 2.06281 1.18257 0.65900  0.51
H 2.97023 2.33493 0.13623  0.44
Cl 0.33606 0.19387 0.09735  -0.94

No. 5
The following is a DFT calculation (ωB97M-V/def2-TZVPD) of a structure of composition C24H32GeO3PReS4Sb at a distorted geometry.

Properties
Charge   +2
HOMO (spin up / spin down)   -13.32 / -13.32 eV
Multiplicity   2
Energy above the lowest of the compared OMol25 structures with the same formula, charge and spin   0.0 kJ/mol
Expectation value of S²   0.7804
Total energy   -149345.436 eV
Kohn-Sham gap (spin up / spin down)   0.16978 / 0.13004 Eh
LUMO level (spin up / spin down)   -8.6998 / -9.7791 eV

Last column: Löwdin spin population.
Positions of all 67 atoms, in Å:
Re 13.49391 -6.52191 -4.33803  0.39
S 14.16062 -4.75172 -3.25954  0.03
Sb 15.83237 -3.32722 -4.43491  -0.01
S 17.25570 -5.11723 -5.55881  0.37
S 14.81747 -8.46845 -4.34863  -0.02
S 15.80713 -4.23180 -6.85172  0.22
C 12.94241 -5.89410 -5.99433  -0.01
H 11.97162 -5.81699 -6.44864  0.01
H 13.68056 -5.94542 -6.78958  0.02
C 16.80022 -8.77502 -7.07146  0.00
Ge 15.17659 -9.63654 -6.32241  0.00
C 15.84210 -11.45791 -5.90855  0.00
C 15.54991 -12.54847 -6.78985  0.00
C 16.11011 -13.80696 -6.61684  0.00
C 17.12700 -14.01608 -5.71250  0.00
C 17.32314 -13.01176 -4.70553  0.00
C 16.71038 -11.76791 -4.87668  0.00
C 13.65037 -9.81483 -7.48429  0.00
C 14.00716 -9.66100 -8.82724  0.00
C 13.11130 -9.27286 -9.84370  0.00
C 11.83815 -8.85785 -9.44818  0.00
C 11.41909 -9.08192 -8.11064  0.00
C 10.13931 -8.37220 -7.82634  0.00
C 9.32425 -8.40010 -6.73512  0.00
C 9.60389 -9.07305 -5.47509  0.00
C 11.84846 -10.19386 -5.80096  0.00
C 12.31148 -9.61892 -7.13837  0.00
H 16.85068 -7.77797 -6.69159  0.00
H 16.86250 -8.67525 -8.14654  0.00
H 17.68249 -9.33045 -6.70492  0.00
H 14.85676 -12.29959 -7.58978  0.00
H 15.77565 -14.56697 -7.37286  0.00
H 17.58868 -14.92309 -5.62600  0.00
H 17.84979 -13.30604 -3.80031  0.00
H 16.93044 -10.98312 -4.20279  0.00
H 15.04597 -9.87323 -9.19375  0.00
H 13.56580 -9.21629 -10.81261  0.00
H 11.08977 -8.51109 -10.14197  0.00
H 9.74422 -7.84201 -8.71852  0.00
H 8.32826 -7.93089 -6.71829  0.00
H 8.67712 -9.17061 -4.82791  0.00
H 12.30226 -9.55612 -5.05917  0.00
C 10.01622 -11.38557 -4.44707  0.00
C 10.36175 -10.41189 -5.60046  0.00
O 10.37855 -8.25172 -4.39064  0.00
P 11.23642 -7.01176 -3.87559  0.01
O 10.80894 -7.17961 -2.25040  0.00
C 11.21937 -8.40771 -1.57858  0.00
C 12.49593 -8.19054 -0.75100  0.00
O 10.41671 -5.72088 -4.23250  0.00
C 9.22894 -5.25726 -3.52356  0.00
C 8.41392 -4.42549 -4.50270  0.00
H 8.97990 -11.67286 -4.62085  0.00
H 10.21377 -10.90345 -3.44966  0.00
H 10.74179 -12.21040 -4.60382  0.00
H 9.91904 -10.82128 -6.54679  0.00
H 12.32609 -11.18726 -5.72390  0.00
H 11.41094 -9.22334 -2.30585  0.00
H 10.40323 -8.70810 -0.88114  0.00
H 12.31744 -8.84061 0.13184  0.00
H 12.46794 -7.19168 -0.42912  0.00
H 13.48331 -8.45602 -1.18926  0.00
H 9.49691 -4.63651 -2.63303  0.00
H 8.69148 -6.09711 -3.08281  0.00
H 8.81573 -3.37423 -4.40740  0.00
H 7.35428 -4.47272 -4.14899  0.00
H 8.50729 -4.86623 -5.49831  0.00

No. 6
The following is a DFT calculation (ωB97M-V/def2-TZVPD) of a structure of composition C30H24Cl2O2OsP at a distorted geometry.

Properties
Charge   +1
HOMO (spin up / spin down)   -10.17 / -11.12 eV
Multiplicity   5
Expectation value of S²   6.0186
Total energy   -72386.002 eV
Kohn-Sham gap (spin up / spin down)   0.25087 / 0.16762 Eh
LUMO level (spin up / spin down)   -3.3431 / -6.5602 eV

Last column: Löwdin spin population.
Positions of all 60 atoms, in Å:
C 0.45181 1.05582 1.16668  0.13
C 1.67389 1.36742 0.49732  0.06
C 1.33785 1.97444 -0.76170  0.06
H 2.66339 1.20098 0.89293  0.01
C -0.08357 2.03784 -0.86464  0.16
C -0.64010 1.44839 0.31900  0.11
H -1.70298 1.34415 0.52925  0.00
H 0.39199 0.65177 2.16497  0.01
H 2.03442 2.35631 -1.49436  0.00
H -0.64461 2.45338 -1.69390  0.01
Os 0.55297 0.00285 -0.68833  2.43
Cl -0.93689 -0.39976 -2.52968  0.43
P 2.14922 -0.76282 -2.10640  0.11
C 2.53422 0.55092 -3.38095  0.02
C 3.84120 0.89286 -3.76475  0.00
H 4.69406 0.50014 -3.21513  0.00
C 4.05581 1.72931 -4.87191  0.00
H 5.08158 1.95607 -5.17276  0.00
C 2.97370 2.25219 -5.58306  0.00
H 3.13892 2.84668 -6.48161  0.00
C 1.67257 2.02405 -5.12814  0.00
H 0.80589 2.46761 -5.61513  0.00
C 1.46669 1.19471 -4.02941  0.00
H 0.44590 1.01098 -3.68997  0.00
C 3.82307 -1.14337 -1.42057  0.02
C 4.53310 -0.12768 -0.75126  0.01
H 4.05954 0.84458 -0.59208  0.00
C 5.84750 -0.33068 -0.33220  0.00
H 6.37554 0.46930 0.19830  0.00
C 6.48374 -1.54057 -0.61637  0.01
H 7.52614 -1.68540 -0.33119  0.00
C 5.78886 -2.56785 -1.26719  0.00
H 6.29127 -3.50393 -1.52207  0.00
C 4.43899 -2.39070 -1.60199  0.01
H 3.87770 -3.21868 -2.02931  0.00
C 1.77369 -2.20172 -3.15464  0.02
C 2.22600 -2.27373 -4.47876  0.00
H 2.64635 -1.39485 -4.96256  0.00
C 2.15785 -3.48463 -5.18223  0.00
H 2.54228 -3.53784 -6.20645  0.00
C 1.61452 -4.61673 -4.55946  0.00
H 1.62291 -5.57787 -5.07908  0.00
C 1.04879 -4.50926 -3.27720  0.00
H 0.58518 -5.38127 -2.80797  0.00
C 1.08499 -3.29333 -2.58978  0.00
H 0.60797 -3.18439 -1.61706  0.00
Cl -6.50589 -1.07340 3.89985  0.00
C -4.94381 -1.16185 3.20688  0.00
C -3.81563 -1.27024 4.04086  0.00
C -2.55146 -1.42921 3.45467  0.00
C -2.38903 -1.45053 2.06164  0.01
C -3.52073 -1.28325 1.24219  0.00
C -4.78776 -1.10695 1.80874  0.00
C -0.98821 -1.62516 1.49535  0.02
O -0.10271 -2.00777 2.26363  0.05
O -0.84744 -1.34185 0.22764  0.30
H -3.93793 -1.20948 5.11802  0.00
H -1.66861 -1.52705 4.08658  0.00
H -3.39788 -1.26325 0.15846  0.00
H -5.65287 -0.92733 1.17709  0.00